[1]
{
  "formula": "C20H31N2",
  "method": "the ωB97M-V functional and the def2-TZVPD basis",
  "symbols": ["C", "C", "C", "C", "N", "C", "C", "C", "N", "C", "C", "H", "H", "H", "H", "H", "H", "H", "H", "H", "H", "H", "H", "H", "H", "H", "H", "C", "C", "C", "C", "C", "C", "C", "C", "C", "C", "C", "H", "H", "H", "H", "H", "H", "H", "H", "H", "H", "H", "H", "H", "H", "H"],
  "positions_angstrom": [[2.86582, -3.14976, -0.26741], [1.52326, -2.45293, -0.13493], [1.31766, -1.35540, -1.19550], [1.78729, -0.02243, -0.66681], [0.95927, 0.97575, -0.52250], [1.51881, 2.24673, -0.06763], [2.69076, 2.09181, 0.85507], [3.72513, 1.20954, 0.21653], [3.11156, 0.04125, -0.35830], [4.10759, -0.95879, -0.73789], [4.07906, -2.27281, 0.02851], [2.89839, -3.99647, 0.42538], [2.97180, -3.54752, -1.28205], [0.72582, -3.21252, -0.23738], [1.39256, -2.02228, 0.87004], [1.83265, -1.61113, -2.14097], [0.24643, -1.28368, -1.41808], [1.80957, 2.89188, -0.90719], [0.76219, 2.80866, 0.48293], [3.14791, 3.06545, 1.09801], [2.37352, 1.66768, 1.81117], [4.26703, 1.76702, -0.57087], [4.48781, 0.90998, 0.95370], [4.09210, -1.15356, -1.81379], [5.10409, -0.50839, -0.55475], [4.16121, -2.05583, 1.09952], [4.99222, -2.82104, -0.24045], [-1.13442, 2.42868, -1.75997], [-1.02116, 1.05388, -1.08528], [-2.12662, 0.50139, -0.27218], [-3.13424, -0.49105, -0.60259], [-3.34642, -1.15005, -1.93551], [-4.10048, -0.90567, 0.34760], [-4.14058, -0.37941, 1.63603], [-5.20387, -0.78476, 2.62648], [-3.22270, 0.61182, 1.94129], [-2.25851, 1.05308, 1.02494], [-1.30617, 2.10512, 1.46060], [-1.36103, 2.41365, -2.85053], [-1.82897, 3.12078, -1.26177], [-0.12406, 2.85159, -1.71601], [-0.53936, 0.37483, -1.77562], [-4.13802, -1.93064, -1.80675], [-3.75051, -0.41757, -2.65057], [-2.48516, -1.64622, -2.39605], [-4.86331, -1.60446, 0.06216], [-5.06734, -0.25916, 3.57670], [-6.21586, -0.57685, 2.26734], [-5.16223, -1.85826, 2.83473], [-3.25846, 1.12341, 2.89484], [-1.39188, 2.30870, 2.53131], [-0.28019, 1.77710, 1.28132], [-1.48996, 3.02886, 0.90311]],
  "atomic_forces_ev_per_a": [[0.4, -0.1, 0.4], [-0.4, -0.4, 0.0], [-0.6, 0.1, 0.1], [0.7, -0.6, -0.4], [-0.8, 0.9, 0.7], [-0.3, 1.0, 0.0], [0.6, 0.1, 0.7], [0.6, 0.9, 0.2], [-0.6, -0.2, -0.2], [0.8, -0.5, -0.3], [0.0, 0.0, 0.1], [0.0, 0.0, -0.2], [-0.1, -0.1, 0.0], [0.3, 0.4, -0.1], [0.1, -0.1, -0.2], [-0.1, 0.2, 0.4], [0.3, 0.0, 0.0], [0.0, -0.3, -0.1], [0.1, 0.0, -0.5], [-0.3, -0.3, -0.2], [-0.1, -0.1, 0.0], [-0.2, -0.2, 0.2], [-0.3, -0.1, -0.2], [-0.2, 0.0, 0.0], [-0.7, 0.0, -0.1], [-0.1, 0.0, 0.0], [-0.2, 0.1, 0.1], [0.8, 0.3, 0.8], [0.6, -0.9, -2.6], [-0.8, -0.4, 1.8], [0.3, -0.5, 0.3], [-0.6, -0.3, -0.6], [1.3, 1.2, 0.0], [-0.3, 0.3, -0.1], [0.2, -0.1, 0.2], [0.4, 0.4, -0.5], [-0.5, -0.5, 0.2], [0.4, 0.2, 0.5], [-0.1, -0.7, 0.8], [0.2, -0.4, -0.1], [-0.4, 0.3, -0.1], [-1.1, -0.2, -0.4], [0.8, 0.6, -0.3], [0.2, -0.2, 0.0], [0.1, 0.3, 0.2], [-0.1, -0.3, -0.2], [0.0, -0.1, -0.2], [0.2, 0.1, -0.1], [0.0, 0.1, -0.1], [0.0, -0.2, 0.1], [-0.1, 0.1, -0.2], [-0.5, 0.0, 0.3], [0.2, 0.0, 0.2]],
  "relative_energy_kj_mol": 76.4,
  "fmax_ev_per_a": 2.84,
  "homo_lumo_gap_ha": 0.3014,
  "lumo_energy_ev": -3.526,
  "total_charge": 1
}

[2]
{
  "formula": "C46H53N8S3ScSi",
  "method": "the ωB97M-V functional and the def2-TZVPD basis",
  "symbols": ["Sc", "N", "C", "S", "N", "N", "C", "C", "C", "C", "C", "C", "C", "C", "C", "C", "C", "C", "N", "H", "H", "H", "H", "H", "H", "H", "H", "H", "H", "H", "S", "C", "C", "C", "C", "C", "C", "C", "C", "C", "N", "H", "H", "H", "H", "H", "H", "C", "Si", "C", "N", "C", "C", "C", "C", "C", "C", "C", "C", "C", "C", "C", "C", "C", "C", "C", "C", "C", "H", "H", "H", "H", "H", "H", "H", "H", "H", "H", "H", "H", "H", "H", "H", "H", "H", "H", "H", "H", "H", "H", "H", "H", "C", "N", "C", "C", "S", "N", "C", "C", "H", "H", "H", "H", "H", "H", "H", "H", "H", "H", "H", "H"],
  "positions_angstrom": [[1.92006, -0.03093, 1.41890], [1.81152, -4.59699, 0.64572], [1.67937, -3.34029, 1.07108], [2.70094, -2.13581, 0.32055], [0.79003, -3.17523, 2.04954], [0.71465, -1.89667, 2.42921], [-0.17922, -1.63335, 3.33219], [-0.88215, -2.80169, 4.07379], [-2.07348, -3.33286, 3.52638], [-2.55176, -4.53944, 3.95609], [-1.93050, -5.17212, 5.06303], [-0.81921, -4.58198, 5.65887], [-0.26386, -3.42763, 5.13380], [-0.44978, -0.21029, 3.69222], [-1.48193, 0.20598, 4.57864], [-1.53766, 1.54493, 4.88890], [-0.66466, 2.43626, 4.32311], [0.20141, 1.97744, 3.35215], [0.32364, 0.68959, 3.05864], [2.29678, -4.89137, -0.19842], [1.18880, -5.30638, 1.01967], [-2.54093, -2.83632, 2.73457], [-3.44049, -5.04003, 3.56629], [-2.38640, -6.08184, 5.48474], [-0.27726, -5.08538, 6.47400], [0.70764, -3.07121, 5.48470], [-2.09693, -0.56378, 4.97195], [-2.29798, 1.88743, 5.54743], [-0.61928, 3.47281, 4.63582], [0.84831, 2.63792, 2.81680], [5.41105, 2.10179, 3.70064], [4.41080, 1.55139, 4.92485], [3.30703, 0.90999, 4.37789], [3.30472, 0.76064, 2.96442], [4.44320, 1.41134, 2.49004], [4.80024, 1.43373, 1.08653], [5.68047, 2.25675, 0.44264], [5.85556, 2.13690, -0.95112], [5.12622, 1.25894, -1.71413], [4.22914, 0.43157, -1.00840], [4.02352, 0.57010, 0.30808], [4.73641, 1.74713, 5.95231], [2.56831, 0.52474, 5.05992], [6.24666, 3.01357, 0.99642], [6.57179, 2.77573, -1.46215], [5.23939, 1.16930, -2.74546], [3.53408, -0.26773, -1.50154], [1.31445, 1.76179, 0.09546], [-0.14357, 2.55072, -0.74056], [-1.91348, 2.21106, -0.04686], [-2.46867, 0.89790, -0.00747], [-3.84238, 0.83502, 0.37328], [-4.44127, -0.41682, -0.22085], [-3.63320, -1.64073, 0.10582], [-2.25377, -1.47454, -0.47790], [-2.08263, -0.06734, -1.03970], [-0.05175, 2.27409, -2.59025], [-1.23321, 2.62049, -3.23659], [-1.26779, 2.78475, -4.62408], [-0.12756, 2.54075, -5.38630], [1.02076, 2.10224, -4.75490], [1.07051, 2.00743, -3.34233], [0.00162, 4.47886, -0.45172], [0.20968, 4.97377, 0.82646], [0.36634, 6.35955, 1.09743], [0.44180, 7.26155, 0.05437], [0.17932, 6.71572, -1.22988], [-0.04510, 5.40486, -1.49514], [2.06954, 2.50814, 0.46473], [1.85064, 1.31033, -0.74119], [-2.53747, 2.93744, -0.64534], [-1.82841, 2.64376, 0.93015], [-4.44747, 1.68507, -0.06374], [-3.91433, 0.97617, 1.50068], [-4.47479, -0.27309, -1.32477], [-5.45136, -0.57590, 0.08454], [-4.06733, -2.54314, -0.30625], [-3.59180, -1.73477, 1.22486], [-2.00409, -2.12787, -1.30807], [-1.43663, -1.62801, 0.27202], [-2.58076, 0.07279, -1.99684], [-0.97854, 0.05147, -1.29982], [-2.19155, 2.79227, -2.72160], [-2.21550, 3.08193, -5.02319], [-0.04027, 2.58964, -6.49524], [1.94765, 1.99286, -5.29446], [2.06581, 1.82798, -2.88248], [0.10155, 4.32326, 1.69024], [0.44149, 6.67734, 2.15210], [0.67570, 8.28362, 0.20654], [0.28299, 7.48416, -2.00758], [-0.26676, 5.05175, -2.52326], [-0.85881, -5.23833, -4.17707], [-0.96092, -4.28984, -3.05174], [-1.23797, -4.87760, -1.78573], [-0.33349, -3.05538, -3.17495], [0.62443, -2.50052, -1.86995], [-0.55446, -2.32298, -4.30551], [0.18308, -1.07347, -4.53336], [-1.80692, -2.40351, -5.01817], [0.05866, -5.72631, -3.99169], [-0.69884, -4.70272, -5.06948], [-1.74667, -5.83638, -4.28241], [-2.32489, -5.09178, -1.70717], [-1.02216, -4.26539, -0.92032], [-0.62680, -5.77358, -1.66134], [1.24053, -1.08309, -4.25187], [-0.23111, -0.23865, -3.94321], [0.01242, -0.80408, -5.55963], [-2.47479, -3.14285, -4.53345], [-1.68899, -2.68306, -6.11291], [-2.23899, -1.36550, -4.88165]],
  "atomic_forces_ev_per_a": [[-0.3, 0.6, 0.2], [0.0, -1.7, -0.4], [0.0, 0.3, 0.1], [0.1, -0.6, 0.6], [1.0, -0.4, -0.7], [-1.1, 1.3, 0.3], [-0.5, -0.7, 1.2], [-0.3, 1.1, -1.4], [1.4, -0.1, 0.8], [-0.1, -1.1, 1.7], [-0.4, 0.4, -0.1], [0.2, -1.0, 0.3], [0.4, 0.3, -0.2], [-0.3, 0.1, -0.1], [2.0, -0.6, -1.4], [-0.5, -0.5, 0.1], [0.5, 0.6, -0.2], [0.0, -0.3, 0.4], [-0.1, -0.5, -0.2], [-0.1, 0.9, 0.4], [0.1, 0.5, 0.1], [-0.5, 0.7, -1.2], [0.2, 0.5, -0.2], [0.5, 0.4, -0.3], [-0.5, 0.2, -0.3], [-0.4, 0.0, 0.0], [-0.7, -0.3, 0.5], [-0.4, 0.3, 0.6], [-0.2, 0.0, -0.2], [0.4, 0.3, -0.2], [1.1, 0.5, -0.3], [-0.7, -0.2, 0.1], [0.6, 0.0, 1.1], [0.8, 0.6, 0.3], [-0.6, -0.5, -0.2], [-1.8, -1.2, -1.6], [1.1, 0.5, -0.7], [0.3, 0.6, 0.3], [-0.6, -1.0, 2.2], [-0.5, 0.9, 0.6], [0.8, 0.2, 0.3], [-0.6, -0.2, -0.4], [-0.4, -0.2, 0.0], [-0.2, -0.4, -0.2], [-0.1, 0.1, 0.2], [0.2, -0.1, -1.5], [0.5, 0.3, 0.1], [0.2, -0.1, 0.3], [0.7, 0.4, 1.4], [0.6, 0.7, -1.7], [1.1, -0.4, -0.4], [-1.0, 1.1, 0.5], [-0.4, -0.2, -0.5], [0.2, -0.3, 1.0], [1.5, 0.6, 0.0], [2.1, 0.5, 0.5], [-0.8, 0.3, 0.9], [-0.5, 0.1, -1.4], [0.1, -0.4, 0.5], [0.3, -0.5, -1.0], [0.3, 0.5, 1.5], [1.1, 0.3, -1.0], [-0.2, -1.1, -0.1], [-0.6, 1.0, 0.6], [0.2, -0.7, 0.6], [-0.7, -2.4, -0.6], [1.1, 3.2, 0.1], [-0.3, -1.1, -0.7], [-0.7, -0.3, -0.1], [0.1, -0.2, -0.3], [0.1, -0.4, 0.5], [-0.2, 0.3, 0.9], [0.6, -0.3, 0.3], [-0.2, -0.5, -1.1], [-0.1, -0.1, 0.7], [-0.9, 0.2, 0.4], [-0.4, -0.2, 0.1], [-0.1, -0.1, -0.9], [-0.3, -0.5, 0.1], [-0.6, 0.0, -0.5], [-0.4, 0.0, -0.3], [-1.3, 0.0, 0.5], [0.7, 0.0, 0.0], [-0.2, 0.2, -0.6], [-0.7, 0.3, 0.9], [0.0, -0.3, -0.3], [-0.9, 0.0, -0.1], [0.3, -0.1, -0.1], [0.1, -0.1, -0.7], [0.0, 0.8, 0.0], [-0.4, -0.6, -0.2], [0.3, 0.4, 0.7], [-0.3, 1.4, 1.2], [-0.2, 1.5, -1.6], [-0.6, -0.6, 0.8], [0.2, 0.1, 1.4], [-0.4, -0.1, -1.5], [1.1, -0.7, 0.7], [-0.5, 0.3, 0.8], [-0.8, 0.5, -0.4], [0.8, -1.6, 0.0], [0.0, 0.7, -1.1], [-0.1, -0.5, 0.2], [0.5, -0.4, -0.2], [0.3, 0.5, -0.2], [-0.2, -0.3, 0.1], [-0.3, -0.6, -0.3], [-0.2, -0.4, 0.0], [0.3, 0.1, -0.6], [0.4, 0.5, -0.3], [-0.1, 0.5, 1.2], [-0.1, -1.2, -0.7]],
  "relative_energy_kj_mol": 111.6,
  "fmax_ev_per_a": 3.36,
  "homo_lumo_gap_ha": 0.2708,
  "lumo_energy_ev": -0.229
}